10
Properties=species:S:1:pos:R:3:forces:R:3 method="wB97M-V/def2-TZVPD" e_homo_ha="-0.2816 / -0.3491" relative_energy_kcal_mol=38.0 gap_ev="8.5 / 6.8" s2=2.0088 charge=0 multiplicity=3 max_force_ev_per_a=5.21
C -0.453064 -0.638350 -1.335812 1.6 0.5 1.8
C -0.525572 0.241077 0.850728 -0.5 1.8 0.1
N 1.543310 -0.529311 -2.317755 1.9 -0.3 -2.2
N 1.007155 -0.268853 -1.296350 -4.6 0.0 2.5
O -1.138819 -0.440990 -0.224871 -0.1 0.2 0.0
S -1.188779 -1.375981 -2.607909 0.6 0.2 -0.6
H -0.367738 1.347789 0.600006 -0.1 -1.7 0.5
H 0.336900 -0.265043 1.145565 2.1 -0.5 -0.2
H -1.090510 0.092971 1.763193 -1.0 0.4 -0.3
H 0.802122 -0.859497 -2.985178 0.1 -0.6 -1.6

11
Properties=species:S:1:pos:R:3:forces:R:3 method="wB97M-V/def2-TZVPD" e_homo_ha=-0.3380 relative_energy_kcal_mol=99.2 gap_ev=8.3 charge=0 max_force_ev_per_a=5.38
C 0.277263 -0.097197 -0.241477 -0.7 2.0 -0.8
C -1.232713 -0.033235 -0.089769 -3.4 -2.2 -3.5
H 1.529024 -1.031759 -1.629112 -2.2 1.6 -0.4
H -0.162807 -0.632138 -1.993189 -0.6 -1.1 -1.3
H 2.487232 0.441019 2.502510 0.5 1.3 -4.0
H -2.922437 -0.161186 1.321495 1.8 3.3 -0.2
N 0.703649 -0.317257 -1.631536 2.3 -0.8 4.0
N 0.778917 0.458213 0.812387 2.0 -0.4 -1.9
O -2.038305 -0.637126 -0.897712 3.7 2.1 3.1
S 2.484896 0.936245 0.706166 -1.4 -2.0 4.5
S -1.904719 1.074421 1.140238 -2.0 -3.9 0.4

Q: What is the charge in the second record?
A: 0

Q: Look up the charge of the first one.
A: 0

Q: Which value of charge does entry 1 give?
A: 0

Q: Look up the charge of the second one.
A: 0